#A
Formula: C4H13NOS
Source: OMol25
Level of theory: the ωB97M-V functional and the def2-TZVPD basis

Orbital gap in Ha: 0.3486
SMILES string: NCCCCS.O

Last columns: bonded neighbours and bond lengths (Å).
CARTESIAN COORDINATES (ANGSTROEM)
1 S 1.7087 -1.3235 1.7040  C7 1.822, H9 1.320
2 O -4.4862 -2.4437 0.2145  H11 1.021, H16 0.982
3 N 0.7705 2.0477 -1.0129  C6 1.454, H8 1.014, H10 1.075
4 C -0.3013 0.0275 0.1874  C5 1.461, C7 1.610, H12 1.169, H13 1.062
5 C 0.3104 -0.2639 -1.1071  C4 1.461, C6 1.572, H18 1.200, H19 1.053
6 C 1.3613 0.8246 -1.5320  N3 1.454, C5 1.572, H14 1.126, H17 1.087
7 C 0.5523 0.0761 1.5516  S1 1.822, C4 1.610, H15 1.093, H20 1.125
8 H 1.1304 2.3146 -0.1030  N3 1.014
9 H 2.8267 -0.8624 2.2333  S1 1.320
10 H 1.2001 2.8502 -1.5856  N3 1.075
11 H -3.7338 -2.7165 0.8482  O2 1.021
12 H -1.1496 -0.7554 0.3751  C4 1.169
13 H -0.9957 0.8226 0.3035  C4 1.062
14 H 2.4740 0.7711 -1.3690  C6 1.126
15 H 1.1080 1.0112 1.6540  C7 1.093
16 H -4.7100 -1.6629 0.7660  O2 0.982
17 H 1.4443 0.8534 -2.6153  C6 1.087
18 H 0.8601 -1.3236 -1.2235  C5 1.200
19 H -0.4308 -0.3273 -1.8526  C5 1.053
20 H 0.0605 0.0803 2.5636  C7 1.125

These are the natural (NBO) partial charges, in e, on atoms 1 to 5: -0.076 -0.921 -0.842 -0.419 -0.417



#B
Formula: C4H13NOS
Source: OMol25
Level of theory: the ωB97M-V functional and the def2-TZVPD basis

Orbital gap in Ha: 0.3364
SMILES string: CNCCCS.O

Last columns: bonded neighbours and bond lengths (Å).
CARTESIAN COORDINATES (ANGSTROEM)
1 S -3.1290 -0.3538 -0.0325  C5 1.818, H9 1.345
2 O 3.4726 -3.4377 -2.2509  H12 0.972, H14 0.990
3 N 0.2472 -0.0759 -0.3097  C6 1.498, C7 1.463, H13 1.012
4 C -1.3618 1.8381 0.0557  C5 1.499, C6 1.533, H18 1.100, H20 1.090
5 C -2.2482 0.9505 0.8771  S1 1.818, C4 1.499, H10 1.083, H17 1.100
6 C 0.1005 1.3954 -0.0692  N3 1.498, C4 1.533, H15 1.093, H16 1.097
7 C 0.9501 -0.7261 0.7969  N3 1.463, H8 1.092, H11 1.090, H19 1.101
8 H 1.1792 -1.7334 0.4440  C7 1.092
9 H -2.2835 -1.3828 0.1580  S1 1.345
10 H -1.8712 0.5120 1.7923  C5 1.083
11 H 0.3081 -0.7703 1.6765  C7 1.090
12 H 3.9077 -3.2026 -1.4141  O2 0.972
13 H 0.9306 -0.0648 -1.0566  N3 1.012
14 H 2.7920 -2.7277 -2.3627  O2 0.990
15 H 0.7312 1.6832 0.7760  C6 1.093
16 H 0.5038 2.0040 -0.8877  C6 1.097
17 H -3.0899 1.5177 1.3003  C5 1.100
18 H -1.3168 2.8845 0.3921  C4 1.100
19 H 1.9033 -0.2539 1.0805  C7 1.101
20 H -1.7261 1.9437 -0.9660  C4 1.090

These are the natural (NBO) partial charges, in e, on atoms 1 to 5: -0.048 -0.934 -0.618 -0.429 -0.532



#C
Formula: C4H13NOS
Source: OMol25
Level of theory: the ωB97M-V functional and the def2-TZVPD basis

Orbital gap in Ha: 0.3430
SMILES string: CNCCCS.O

Last columns: bonded neighbours and bond lengths (Å).
CARTESIAN COORDINATES (ANGSTROEM)
1 S -0.1665 1.0631 1.8108  C5 1.816, H10 1.308
2 O 3.9535 3.1537 -4.5918  H16 0.963, H19 0.963
3 N -0.2227 -1.2276 -0.5512  C6 1.424, C7 1.476, H17 1.006
4 C -1.2441 -1.5963 1.7691  C5 1.604, C6 1.562, H9 1.097, H15 1.096
5 C -0.5275 -0.4890 2.6822  S1 1.816, C4 1.604, H13 1.078, H20 1.067
6 C -1.4007 -1.2838 0.2469  N3 1.424, C4 1.562, H8 1.129, H14 1.102
7 C -0.6809 -1.3822 -1.9460  N3 1.476, H11 1.089, H12 1.093, H18 1.082
8 H -2.1136 -0.4172 0.1207  C6 1.129
9 H -0.6340 -2.5084 1.7675  C4 1.097
10 H -1.2780 1.0924 1.1221  S1 1.308
11 H 0.1485 -1.0717 -2.5797  C7 1.089
12 H -1.0145 -2.4136 -2.0899  C7 1.093
13 H 0.4031 -0.8844 3.0571  C5 1.078
14 H -2.0895 -2.0895 -0.0558  C6 1.102
15 H -2.1833 -1.9300 2.2241  C4 1.096
16 H 3.3672 2.4774 -4.9473  O2 0.963
17 H 0.4275 -0.4934 -0.3290  N3 1.006
18 H -1.4689 -0.7047 -2.2478  C7 1.082
19 H 3.4355 3.9051 -4.8995  O2 0.963
20 H -1.2067 -0.2923 3.4817  C5 1.067

These are the natural (NBO) partial charges, in e, on atoms 1 to 5: -0.045 -0.921 -0.649 -0.412 -0.521



#D
Formula: C4H13NOS
Source: OMol25
Level of theory: the ωB97M-V functional and the def2-TZVPD basis

Orbital gap in Ha: 0.3441
SMILES string: CCNCCS.O

Last columns: bonded neighbours and bond lengths (Å).
CARTESIAN COORDINATES (ANGSTROEM)
1 S 2.1665 0.3867 0.9866  C5 1.852, H13 1.366
2 O 1.2946 -3.8033 -0.0179  H10 0.925, H18 0.932
3 N -0.8814 0.1812 0.4594  C4 1.471, C6 1.403, H16 1.010
4 C -1.0913 0.5777 -0.9419  N3 1.471, C7 1.557, H8 1.063, H12 1.146
5 C 0.8510 1.6713 1.2077  S1 1.852, C6 1.534, H11 1.105, H14 1.086
6 C -0.6107 1.2284 1.3532  N3 1.403, C5 1.534, H9 1.160, H17 1.081
7 C -0.7741 -0.4983 -2.0210  C4 1.557, H15 1.142, H19 1.051, H20 1.116
8 H -2.0962 0.9066 -1.0479  C4 1.063
9 H -0.8397 0.8666 2.4315  C6 1.160
10 H 0.7981 -3.1811 0.4540  O2 0.925
11 H 1.1778 2.0940 2.1744  C5 1.105
12 H -0.4723 1.4942 -1.2428  C4 1.146
13 H 2.4949 0.1139 2.2845  S1 1.366
14 H 0.8805 2.4379 0.4394  C5 1.086
15 H 0.3325 -0.7332 -2.1743  C7 1.142
16 H -0.2740 -0.6179 0.3432  N3 1.010
17 H -1.2860 2.0486 1.1521  C6 1.081
18 H 0.7682 -3.8343 -0.7861  O2 0.932
19 H -1.3428 -1.3780 -2.1089  C7 1.051
20 H -1.0955 0.0391 -2.9451  C7 1.116

These are the natural (NBO) partial charges, in e, on atoms 1 to 5: -0.070 -0.915 -0.652 -0.209 -0.533



Here is how they stack up, most stable first: #B, #C, #D, #A.



#A
Formula: C4H13NOS
Source: OMol25
Level of theory: the ωB97M-V functional and the def2-TZVPD basis

Orbital gap in Ha: 0.3347
SMILES string: CSCCCN.O

Last columns: bonded neighbours and bond lengths (Å).
CARTESIAN COORDINATES (ANGSTROEM)
1 S -0.2307 -0.3331 -1.1188  C6 1.828, C7 1.746
2 O -1.1700 1.3612 -6.2269  H11 0.978, H17 0.981
3 N 0.7636 -0.1747 3.5062  C4 1.504, H13 1.000, H14 1.006
4 C -0.0502 -0.5092 2.2869  N3 1.504, C5 1.538, H12 1.085, H16 1.087
5 C -0.3175 0.7569 1.4558  C4 1.538, C7 1.552, H8 1.102, H20 1.096
6 C 0.4106 -2.0131 -0.7929  S1 1.828, H10 1.086, H15 1.096, H19 1.090
7 C 0.2412 0.9069 0.0155  S1 1.746, C5 1.552, H9 1.098, H18 1.090
8 H -1.3950 0.9792 1.3982  C5 1.102
9 H 1.3106 1.1013 0.1720  C7 1.098
10 H -0.0545 -2.7876 -1.3961  C6 1.086
11 H -1.3659 1.4151 -5.2707  O2 0.978
12 H 0.6031 -1.2230 1.7958  C4 1.085
13 H 1.7408 -0.3370 3.3708  N3 1.000
14 H 0.4191 0.6576 3.9551  N3 1.006
15 H 1.4831 -2.0968 -1.0009  C6 1.096
16 H -0.9488 -0.9359 2.7253  C4 1.087
17 H -1.6143 2.1175 -6.6671  O2 0.981
18 H -0.1618 1.7958 -0.4688  C7 1.090
19 H 0.3165 -2.3195 0.2484  C6 1.090
20 H 0.0199 1.6385 2.0122  C5 1.096

These are the natural (NBO) partial charges, in e, on atoms 1 to 5: 0.192 -0.946 -0.867 -0.228 -0.430



#B
Formula: C4H13NOS
Source: OMol25
Level of theory: the ωB97M-V functional and the def2-TZVPD basis

Orbital gap in Ha: 0.3344
SMILES string: CCNCCS.O

Last columns: bonded neighbours and bond lengths (Å).
CARTESIAN COORDINATES (ANGSTROEM)
1 S 1.1737 -1.9492 -0.3153  C6 1.832, H19 1.345
2 O 0.4257 0.6642 -2.3530  H9 0.969, H16 0.964
3 N 0.0807 1.2620 0.6317  C4 1.450, C7 1.452, H12 1.012
4 C 0.6245 0.1328 1.3608  N3 1.450, C6 1.534, H14 1.089, H17 1.096
5 C -2.2307 1.6035 -0.1885  C7 1.524, H10 1.088, H11 1.092, H18 1.089
6 C 0.0534 -1.2282 0.9425  S1 1.832, C4 1.534, H8 1.081, H15 1.081
7 C -1.2643 1.6771 0.9872  N3 1.452, C5 1.524, H13 1.102, H20 1.086
8 H -0.0041 -1.9781 1.7190  C6 1.081
9 H 0.5847 -0.2287 -2.0109  O2 0.969
10 H -1.7445 1.9213 -1.1088  C5 1.088
11 H -2.5604 0.5737 -0.3434  C5 1.092
12 H 0.2139 1.1715 -0.3673  N3 1.012
13 H -1.6252 0.9855 1.7658  C7 1.102
14 H 1.7030 0.1508 1.2147  C4 1.089
15 H -0.9211 -1.0661 0.5041  C6 1.081
16 H 1.3026 0.9776 -2.6023  O2 0.964
17 H 0.4673 0.3433 2.4248  C4 1.096
18 H -3.0926 2.2495 -0.0272  C5 1.089
19 H 0.3083 -2.7989 -0.8962  S1 1.345
20 H -1.2249 2.6798 1.4020  C7 1.086

These are the natural (NBO) partial charges, in e, on atoms 1 to 5: -0.081 -0.958 -0.660 -0.230 -0.621



Here is how they stack up, most stable first: #B, #A.



#A
Formula: C4H13NOS
Source: OMol25
Level of theory: the ωB97M-V functional and the def2-TZVPD basis

Orbital gap in Ha: 0.3364
SMILES string: CNCCCS.O

Last columns: bonded neighbours and bond lengths (Å).
CARTESIAN COORDINATES (ANGSTROEM)
1 S -0.4900 -2.4386 1.7588  C7 1.843, H10 1.339
2 O -0.6062 -0.1862 -6.7474  H13 0.963, H17 0.962
3 N 0.8340 1.0075 1.5509  C5 1.432, C6 1.467, H14 1.006
4 C -0.4639 -0.4025 -0.1492  C6 1.533, C7 1.526, H9 1.097, H20 1.051
5 C 0.6438 1.7680 2.7492  N3 1.432, H11 1.104, H15 1.080, H19 1.081
6 C -0.4095 0.7994 0.8015  N3 1.467, C4 1.533, H8 1.105, H18 1.096
7 C 0.3508 -1.5895 0.3563  S1 1.843, C4 1.526, H12 1.092, H16 1.087
8 H -0.6056 1.7347 0.2461  C6 1.105
9 H 0.0120 -0.1123 -1.0940  C4 1.097
10 H -0.3644 -3.6752 1.2616  S1 1.339
11 H 0.4873 2.8477 2.5830  C5 1.104
12 H 0.6364 -2.2176 -0.4898  C7 1.092
13 H -0.3808 -1.0552 -6.3979  O2 0.963
14 H 1.5227 1.3217 0.8882  N3 1.006
15 H 1.5007 1.7767 3.4066  C5 1.080
16 H 1.2903 -1.2924 0.8150  C7 1.087
17 H -0.9860 0.1954 -5.9497  O2 0.962
18 H -1.2549 0.7208 1.4942  C6 1.096
19 H -0.2485 1.4391 3.2627  C5 1.081
20 H -1.4683 -0.6414 -0.3460  C4 1.051

These are the natural (NBO) partial charges, in e, on atoms 1 to 5: -0.075 -0.925 -0.642 -0.419 -0.402



#B
Formula: C4H13NOS
Source: OMol25
Level of theory: the ωB97M-V functional and the def2-TZVPD basis

Orbital gap in Ha: 0.3575
SMILES string: NCCCCS.O

Last columns: bonded neighbours and bond lengths (Å).
CARTESIAN COORDINATES (ANGSTROEM)
1 S -0.4747 3.7332 0.5329  C4 1.823, H16 1.340
2 O 1.1732 -4.1417 -2.5105  H10 0.953, H11 0.961
3 N 1.4296 -1.4188 -0.2564  C7 1.474, H8 1.018, H9 1.003
4 C -1.5726 2.3182 0.8724  S1 1.823, C5 1.503, H13 1.097, H19 1.090
5 C -1.0589 0.9952 0.3774  C4 1.503, C6 1.502, H14 1.101, H18 1.064
6 C 0.2700 0.5717 0.9357  C5 1.502, C7 1.562, H15 1.093, H17 1.082
7 C 0.5413 -0.9630 0.8282  N3 1.474, C6 1.562, H12 1.094, H20 1.090
8 H 1.7149 -0.5830 -0.7627  N3 1.018
9 H 0.9775 -1.8906 -1.0178  N3 1.003
10 H 1.7131 -3.4821 -2.9378  O2 0.953
11 H 0.2986 -3.8647 -2.7968  O2 0.961
12 H -0.3911 -1.5356 0.8376  C7 1.094
13 H -1.6174 2.3098 1.9685  C4 1.097
14 H -0.8893 1.0866 -0.7064  C5 1.101
15 H 1.1895 1.0654 0.6111  C6 1.093
16 H -0.2737 3.4682 -0.7657  S1 1.340
17 H 0.3465 0.6923 2.0085  C6 1.082
18 H -1.8333 0.2675 0.4293  C5 1.064
19 H -2.5884 2.6016 0.5958  C4 1.090
20 H 1.0455 -1.2301 1.7566  C7 1.090

These are the natural (NBO) partial charges, in e, on atoms 1 to 5: -0.047 -0.923 -0.827 -0.499 -0.421



Here is how they stack up, most stable first: #B, #A.



#A
Formula: CF3IOS
Source: OMol25
Level of theory: the ωB97M-V functional and the def2-TZVPD basis

Orbital gap (spin up / spin down) in Ha: 0.2667 / 0.2757

Last columns: bonded neighbours and bond lengths (Å).
CARTESIAN COORDINATES (ANGSTROEM)
1 I -2.5941 0.1155 -0.0732  S2 2.358
2 S -0.6219 -0.4703 -1.2247  I1 2.358, C7 1.930
3 F 0.3029 0.3035 1.0850  C7 1.321
4 F 1.9202 -0.1013 -0.1832  C7 1.291
5 F 0.8716 1.6809 -0.4878  C7 1.328
6 O -0.6105 -1.9300 1.0450  no bonds
7 C 0.7317 0.4018 -0.1611  S2 1.930, F3 1.321, F4 1.291, F5 1.328

These are the natural (NBO) partial charges, in e, on atoms 1 to 5: 0.181 -0.004 -0.318 -0.296 -0.320



#B
Formula: CF3IOS
Source: OMol25
Level of theory: the ωB97M-V functional and the def2-TZVPD basis

Orbital gap (spin up / spin down) in Ha: 0.3204 / 0.2379

Last columns: bonded neighbours and bond lengths (Å).
CARTESIAN COORDINATES (ANGSTROEM)
1 I -3.7866 0.2797 0.7067  no bonds
2 S 0.2714 1.3412 -0.5491  O6 1.435, C7 2.008
3 F 0.2298 -0.7188 1.2997  C7 1.330
4 F 0.9350 -1.3181 -0.7500  C7 1.297
5 F 2.1304 -0.2175 0.6984  C7 1.356
6 O -0.6722 1.0548 -1.5914  S2 1.435
7 C 0.8922 -0.4213 0.1857  S2 2.008, F3 1.330, F4 1.297, F5 1.356

These are the natural (NBO) partial charges, in e, on atoms 1 to 5: -0.001 0.904 -0.314 -0.287 -0.340



Here is how they stack up, most stable first: #B, #A.